A 2-piece molecular cluster, C2H6N4 overall at a distorted geometry, computed with ωB97M-V/def2-TZVPD.

Geometry (Å):
N (-2.308, -0.115, -0.139)
N (-2.442, 1.129, -0.330)
N (1.000, 0.454, 0.270)
N (-1.763, 0.704, 0.904)
C (-2.352, -1.326, -0.451)
C (1.259, 1.060, -0.786)
H (0.503, 1.102, -1.474)
H (1.750, 0.403, 0.962)
H (-0.776, 0.598, 0.863)
H (-2.495, -2.038, 0.212)
H (-2.555, -1.367, -1.536)
H (2.278, 1.406, -1.249)

Summary:
HOMO-LUMO gap: 8.810 eV
ΔE to the lowest compared entry with this formula, charge and spin: 720.7 kJ/mol
HOMO energy: -7.9 eV
LUMO level: 0.921 eV